{
  "formula": "C19H16FN5O2",
  "method": "ωB97M-V/def2-TZVPD",
  "e_homo_ev": -8.1,
  "multiplicity": 1,
  "e_lumo_ev": 0.308,
  "charge": 0,
  "total_energy_ha": -1257.76939,
  "smiles": "O=C(CNC(=O)c1ccccc1F)N/N=C/c1cn[nH]c1-c1ccccc1",
  "elements": ["F", "O", "O", "N", "N", "N", "N", "N", "C", "C", "C", "C", "C", "C", "C", "C", "C", "C", "C", "C", "C", "C", "C", "C", "C", "C", "C", "H", "H", "H", "H", "H", "H", "H", "H", "H", "H", "H", "H", "H", "H", "H", "H"],
  "coordinates": [[-4.10971, -3.68769, -0.51658], [-1.71046, 1.38432, 0.43005], [-1.44017, -1.60544, -2.91048], [4.68243, 2.29052, -0.34527], [-0.49743, 0.52779, -1.31661], [-2.78953, -1.37147, -1.13034], [4.36504, 2.88019, 0.80726], [0.78286, 0.89472, -1.06307], [-1.03781, -5.69966, -2.35516], [-3.03589, -5.69849, -1.03115], [1.41375, 4.35517, 4.68793], [-2.08957, -2.11673, -2.00768], [1.10350, 1.68264, -0.11206], [3.56581, 1.77517, -0.80419], [-2.84957, 0.06935, -1.24477], [0.95572, 3.14382, 4.19691], [2.41375, 5.03683, 4.01379], [2.48987, 3.29777, 2.34632], [-2.00680, -6.39023, -1.64494], [-2.11700, -3.59726, -1.82720], [-3.07818, -4.32024, -1.12683], [2.48567, 2.02602, 0.07396], [-1.09937, -4.32339, -2.44697], [3.05538, 2.75173, 1.12473], [1.48963, 2.61415, 3.03747], [-1.62536, 0.75014, -0.60103], [2.95012, 4.51423, 2.85270], [3.71258, 5.06403, 2.31894], [-2.88441, 0.33082, -2.30680], [-0.23643, -6.23545, -2.83949], [0.17945, 2.60653, 4.72085], [-3.74675, 0.42960, -0.74117], [0.99413, 4.76702, 5.59354], [0.39016, 2.13399, 0.57360], [5.08241, 3.32273, 1.35984], [-0.56779, -0.08354, -2.13334], [-3.25068, -1.79024, -0.34034], [-0.36094, -3.76769, -3.00477], [3.53583, 1.24898, -1.73541], [-1.96741, -7.46597, -1.57048], [2.77404, 5.98219, 4.39232], [-3.80984, -6.20898, -0.47986], [1.14651, 1.65827, 2.67340]]
}

{
  "formula": "C3H7BrFN3",
  "method": "ωB97M-V/def2-TZVPD",
  "e_homo_ev": -9.0,
  "multiplicity": 1,
  "e_lumo_ev": -0.329,
  "charge": 0,
  "total_energy_ha": -2956.56883,
  "de_lowest_kj_mol": 38.2,
  "smiles": "[H]/N=C(\\F)[C@@H](Br)N(C)N",
  "elements": ["Br", "F", "N", "N", "N", "C", "C", "C", "H", "H", "H", "H", "H", "H", "H"],
  "coordinates": [[2.17490, -1.25383, 0.01069], [0.84252, 1.66652, 1.17522], [1.64363, 2.15410, -0.98717], [-0.63219, -0.53227, -0.17852], [-0.70621, -1.83932, -0.79905], [0.54903, 0.10781, -0.65098], [0.97372, 1.41598, -0.24938], [-1.35341, -0.18839, 1.05363], [0.87844, 0.04717, -1.78396], [-0.95860, -0.85294, 1.85855], [-2.42504, -0.25270, 1.03116], [-0.27829, -2.50004, -0.12721], [2.01235, 3.04029, -0.58549], [-1.68462, -1.91325, -1.14965], [-1.03622, 0.90087, 1.38216]]
}

{
  "formula": "C19H45FeI2NOP3",
  "method": "ωB97M-V/def2-TZVPD",
  "e_homo_ev": [-13.8, -14.8],
  "multiplicity": 6,
  "e_lumo_ev": [-8.976, -9.762],
  "charge": 2,
  "total_energy_ha": -3763.55333,
  "de_lowest_kj_mol": 0.0,
  "s2": 8.921,
  "elements": ["I", "I", "Fe", "P", "P", "P", "O", "N", "C", "C", "C", "C", "C", "C", "C", "C", "C", "C", "C", "C", "C", "C", "C", "C", "C", "C", "C", "H", "H", "H", "H", "H", "H", "H", "H", "H", "H", "H", "H", "H", "H", "H", "H", "H", "H", "H", "H", "H", "H", "H", "H", "H", "H", "H", "H", "H", "H", "H", "H", "H", "H", "H", "H", "H", "H", "H", "H", "H", "H", "H", "H", "H"],
  "coordinates": [[1.59004, 0.73992, -2.93715], [-3.33506, 0.55005, -3.10032], [-0.89174, 0.57804, -2.63577], [-0.97735, 3.03626, -2.91004], [-1.00522, -1.71543, -3.17277], [0.56878, -0.42682, 1.66430], [-1.85384, 1.14674, -0.04658], [0.04160, -0.25123, 0.07166], [0.51488, -2.52930, -3.79861], [-2.30323, 3.77788, -3.94315], [1.34628, 1.24959, 3.78737], [-0.93961, 1.59444, 2.85642], [-0.90139, 0.45807, -0.45785], [0.51360, 1.25389, 2.49078], [2.79234, -1.70748, 2.73609], [-2.26163, -2.43716, -4.29361], [-0.19542, -3.13153, 1.92720], [-1.25474, 3.91034, -1.31984], [1.06167, 2.34349, 1.53834], [2.34062, -2.01915, 0.23785], [-0.44800, -1.67911, 3.93979], [-0.56142, -1.71544, 2.40831], [2.30209, -1.04378, 1.43727], [0.48092, 3.96486, -3.54467], [3.25859, 0.11111, 1.09379], [-2.03067, -1.45718, 2.01417], [-1.30772, -2.61261, -1.61061], [0.63942, 3.31663, 1.83894], [-1.08855, -2.48574, 4.32711], [0.22570, 5.02316, -3.70612], [2.04424, -1.49828, -0.68204], [2.40701, 1.05118, 3.59957], [2.32392, -2.67495, 2.93223], [0.29514, -3.58581, -3.99763], [-3.27538, 3.65320, -3.45830], [-1.10028, -3.68756, -1.73879], [-0.64169, -2.19303, -0.84449], [-0.36005, -3.26075, 0.85120], [-2.35093, -2.47456, -1.28389], [1.30913, 3.89058, -2.83120], [1.70663, -2.89712, 0.37171], [-0.95457, 2.60152, 3.31121], [-0.80562, -0.73573, 4.36742], [4.24525, -0.33264, 0.86951], [0.96680, 0.52205, 4.51736], [-0.86903, -3.83199, 2.44465], [-1.36644, 0.89643, 3.58562], [-1.58600, 1.61719, 1.96127], [1.33074, -2.44348, -3.07371], [-3.26041, -2.35428, -3.84963], [-2.64844, -2.24163, 2.47375], [2.15168, 2.42259, 1.58637], [3.87635, -1.88535, 2.64179], [0.83158, -3.41259, 2.18767], [0.57804, -1.87722, 4.27547], [3.40650, 0.80605, 1.92862], [-2.39595, -0.48006, 2.35217], [-1.41279, 4.98312, -1.49714], [-2.12494, 3.46325, -0.82712], [-2.18363, -1.51242, 0.92844], [-2.25152, -1.89131, -5.24601], [-2.09582, 4.84512, -4.09990], [-2.01761, -3.49379, -4.47774], [2.64739, -1.05739, 3.60905], [2.93774, 0.65284, 0.19747], [1.27211, 2.25138, 4.23255], [0.76974, 2.16726, 0.49438], [3.37287, -2.36937, 0.10330], [-0.38152, 3.76993, -0.67173], [0.80107, 3.52434, -4.49519], [0.81974, -2.04008, -4.72890], [-2.33199, 3.27083, -4.91170]]
}

Repeat the second record exactly.
{
  "formula": "C3H7BrFN3",
  "method": "ωB97M-V/def2-TZVPD",
  "e_homo_ev": -9.0,
  "multiplicity": 1,
  "e_lumo_ev": -0.329,
  "charge": 0,
  "total_energy_ha": -2956.56883,
  "de_lowest_kj_mol": 38.2,
  "smiles": "[H]/N=C(\\F)[C@@H](Br)N(C)N",
  "elements": ["Br", "F", "N", "N", "N", "C", "C", "C", "H", "H", "H", "H", "H", "H", "H"],
  "coordinates": [[2.17490, -1.25383, 0.01069], [0.84252, 1.66652, 1.17522], [1.64363, 2.15410, -0.98717], [-0.63219, -0.53227, -0.17852], [-0.70621, -1.83932, -0.79905], [0.54903, 0.10781, -0.65098], [0.97372, 1.41598, -0.24938], [-1.35341, -0.18839, 1.05363], [0.87844, 0.04717, -1.78396], [-0.95860, -0.85294, 1.85855], [-2.42504, -0.25270, 1.03116], [-0.27829, -2.50004, -0.12721], [2.01235, 3.04029, -0.58549], [-1.68462, -1.91325, -1.14965], [-1.03622, 0.90087, 1.38216]]
}

> What is the formula in the third record?

C19H45FeI2NOP3